A cluster of 2 separate species, C3H8S in total. Source: the OMol25 dataset; level of theory: ωB97M-V/def2-TZVPD.

Structure (XYZ):
```
12
Properties=species:S:1:pos:R:3:mulliken_charge:R:1
C 2.19 -0.07 -1.62 -0.377
C 2.70 -1.18 -1.10 -0.399
H 1.13 0.14 -1.70 0.142
H 2.85 0.71 -1.99 0.208
H 2.02 -1.77 -0.49 0.221
H 3.75 -1.38 -1.23 0.232
C -1.54 -0.22 1.84 -0.671
S -1.59 0.79 0.29 -0.143
H -1.64 -1.26 1.56 0.256
H -0.59 0.01 2.32 0.251
H -2.42 0.08 2.39 0.280
H -0.55 0.47 -0.50 0.000
```

- E_tot (a.u.) = -517.22622
- net charge = 0
- SMILES string = C=C.CS

***

An isolated molecule of C3H8S. Source: the OMol25 dataset; level of theory: ωB97M-V/def2-TZVPD.

Structure (XYZ):
```
12
Properties=species:S:1:pos:R:3:mulliken_charge:R:1
C -1.61 -0.15 -0.17 -1.187
C -0.20 -0.64 0.09 -0.386
C 0.82 0.47 -0.08 -0.535
S 2.52 -0.19 0.05 -0.244
H -1.84 0.71 0.47 0.322
H -1.73 0.15 -1.20 0.328
H -2.33 -0.94 0.05 0.323
H 0.04 -1.46 -0.59 0.345
H -0.11 -1.02 1.11 0.290
H 0.71 1.01 -1.15 0.264
H 0.69 1.24 0.68 0.365
H 3.03 0.82 0.74 0.116
```

- E_tot (a.u.) = -517.27509
- net charge = 0
- SMILES string = CCCS

***

A cluster of 2 separate species, C3H8S in total. Source: the OMol25 dataset; level of theory: ωB97M-V/def2-TZVPD.

Structure (XYZ):
```
12
Properties=species:S:1:pos:R:3:lowdin_spin:R:1
C 0.79 -1.74 0.45 0.097
S 1.53 -0.14 0.22 0.801
H 1.13 -2.10 1.43 0.032
H -0.29 -1.66 0.42 0.020
H 1.17 -2.39 -0.34 -0.001
H 0.85 0.50 1.19 0.022
C -2.14 0.45 -0.58 0.014
C -2.05 1.77 -0.52 0.010
H -1.30 -0.18 -0.81 0.004
H -3.06 -0.06 -0.31 0.001
H -1.16 2.32 -0.78 0.000
H -2.93 2.34 -0.26 0.000
```

- E_tot (a.u.) = -516.89908
- net charge = +1
- ⟨S²⟩ = 0.753
- 2S+1 = 2

***

An isolated molecule of C3H8S2. Source: the OMol25 dataset; level of theory: ωB97M-V/def2-TZVPD.

Structure (XYZ):
```
13
Properties=species:S:1:pos:R:3:mulliken_charge:R:1
C -0.84 -0.43 1.77 -1.256
C -0.66 0.44 0.52 -0.307
C 0.37 -0.18 -0.45 -0.567
S 1.32 1.12 -1.30 -0.098
S 1.13 0.68 -3.28 -0.216
H 0.11 -0.54 2.31 0.345
H -1.53 0.02 2.47 0.361
H -1.14 -1.44 1.49 0.317
H -0.26 1.40 0.85 0.277
H -1.63 0.66 0.09 0.287
H -0.08 -0.79 -1.22 0.377
H 1.04 -0.80 0.14 0.328
H 2.17 -0.12 -3.40 0.153
```

- E_tot (a.u.) = -915.47084
- net charge = 0
- SMILES string = CCCSS

***

An isolated molecule of C3H8Si2. Source: the OMol25 dataset; level of theory: ωB97M-V/def2-TZVPD.

Structure (XYZ):
```
13
Properties=species:S:1:pos:R:3:mulliken_charge:R:1
Si 2.81 -0.32 -0.08 0.120
C 1.10 -0.30 0.36 -0.306
C -0.19 -0.03 -0.28 -0.067
C -1.28 1.01 0.20 -0.731
Si -2.13 -0.58 -0.05 0.332
H 3.68 -0.71 1.03 -0.060
H 3.28 0.30 -1.34 -0.079
H 1.01 -0.35 1.52 0.152
H -0.09 0.10 -1.47 0.202
H -1.13 1.44 1.19 0.353
H -1.30 1.72 -0.72 0.250
H -3.04 -0.62 -1.24 -0.082
H -2.72 -1.66 0.88 -0.083
```

- E_tot (a.u.) = -697.91049
- net charge = 0
- SMILES string = [SiH2]=C[C@@H]1C[SiH2]1

***

A cluster of 2 separate species, C3H9B in total. Source: the OMol25 dataset; level of theory: ωB97M-V/def2-TZVPD.

Structure (XYZ):
```
13
Properties=species:S:1:pos:R:3:mulliken_charge:R:1
B -1.47 1.26 -0.92 0.184
C 1.10 -0.40 -0.84 -1.237
C -0.01 -0.31 1.45 -0.995
C -0.16 -0.53 -0.04 -0.115
H -0.98 2.18 -0.81 -0.042
H -2.56 1.05 -1.13 -0.028
H 1.01 -0.09 -1.88 0.346
H 1.50 -1.34 -0.88 0.366
H 1.77 0.36 -0.50 0.339
H 0.61 -1.08 2.02 0.298
H 0.59 0.62 1.57 0.271
H -1.02 -0.11 2.10 0.242
H -0.90 -1.21 -0.36 0.371
```

- E_tot (a.u.) = -144.37273
- net charge = 0

***

A cluster of 2 separate species, C3H9BO in total. Source: the OMol25 dataset; level of theory: ωB97M-V/def2-TZVPD.

Structure (XYZ):
```
14
Properties=species:S:1:pos:R:3:mulliken_charge:R:1
B 0.36 0.78 -0.23 -0.142
C 0.49 -2.64 0.60 -0.983
C 1.08 2.04 0.48 -0.821
C -1.96 1.07 -1.26 -0.441
O -0.83 0.95 -0.60 0.103
H 0.58 -3.61 0.93 0.364
H -0.41 -2.08 1.03 0.171
H 1.46 -2.16 0.58 0.214
H 1.15 1.68 1.51 0.255
H 0.41 2.90 0.43 0.286
H 2.10 2.38 0.10 0.259
H -2.84 0.60 -0.78 0.224
H 0.29 -2.97 -0.48 0.235
H -1.89 1.05 -2.33 0.275
```

- E_tot (a.u.) = -219.64802
- net charge = 0

***

An isolated molecule of C3H9BO. Source: the OMol25 dataset; level of theory: ωB97M-V/def2-TZVPD.

Structure (XYZ):
```
14
Properties=species:S:1:pos:R:3:mulliken_charge:R:1
C -2.11 -0.14 -0.20 -0.492
O -0.97 0.62 -0.48 -0.510
B 0.28 0.49 -0.02 0.622
C 0.42 -0.63 1.35 -1.136
C 1.58 1.20 -0.74 -1.001
H -2.96 0.53 0.21 0.198
H -1.85 -1.13 0.35 0.215
H -2.51 -0.48 -1.10 0.247
H -0.15 -1.48 0.90 0.269
H -0.18 -0.30 2.18 0.345
H 1.41 -0.93 1.63 0.332
H 2.24 1.34 0.14 0.249
H 1.41 2.19 -1.13 0.277
H 2.08 0.62 -1.41 0.385
```

- E_tot (a.u.) = -219.79596
- net charge = 0
- SMILES string = COB(C)C

***

A structure of composition C3H9BeO2P. Source: the OMol25 dataset; level of theory: ωB97M-V/def2-TZVPD.

Structure (XYZ):
```
16
Properties=species:S:1:pos:R:3:mulliken_charge:R:1
O 1.90 -0.93 -1.31 -0.371
C 1.53 -0.46 -0.30 0.470
O 1.62 -0.94 0.96 -0.414
C 0.68 0.86 -0.28 -0.305
C -0.61 0.84 0.43 -1.043
P -1.69 -1.08 0.16 -0.065
H 2.50 -0.90 1.35 0.374
H 0.52 1.04 -1.36 0.213
H 1.29 1.66 0.22 0.528
H -0.51 0.98 1.50 0.437
H -1.36 1.54 0.06 0.488
H -2.82 -0.35 0.54 0.231
H -0.90 -1.57 1.20 0.245
H -1.26 -1.05 -1.17 0.219
H -2.42 -2.31 -0.01 0.241
Be 1.55 2.66 -1.99 0.752
```

- E_tot (a.u.) = -625.32359
- net charge = +2

***

A cluster of 3 separate species, C3H9BrN in total. Source: the OMol25 dataset; level of theory: ωB97M-V/def2-TZVPD.

Structure (XYZ):
```
14
Properties=species:S:1:pos:R:3:mulliken_charge:R:1
C 0.43 -1.36 -0.36 -1.076
C -0.75 1.53 -0.57 -0.873
C 1.04 -0.03 0.00 0.765
N 0.60 1.17 -0.17 -0.134
Br 2.85 -0.22 0.83 -0.030
H 0.44 -1.73 -1.39 0.339
H -0.63 -1.30 -0.17 0.211
H 0.79 -2.12 0.43 0.419
H -0.81 2.58 -0.65 0.362
H -0.83 0.97 -1.49 0.362
H -1.54 1.23 0.12 0.302
H -1.26 -0.97 1.88 -0.032
H -1.42 -1.75 1.54 0.106
H 1.11 2.00 -0.01 0.279
```

- E_tot (a.u.) = -2748.13468
- net charge = +1

***

A cluster of 2 separate species, C3H9BrN3 in total. Source: the OMol25 dataset; level of theory: ωB97M-V/def2-TZVPD.

Structure (XYZ):
```
16
Properties=species:S:1:pos:R:3:mulliken_charge:R:1
C 1.31 -1.09 0.94 -0.451
C 1.86 -1.46 -0.40 -0.129
C -1.46 0.22 -0.99 -0.229
N -2.07 1.53 0.89 -0.519
N -1.51 1.34 -0.34 0.156
N 0.81 -0.45 -0.33 -0.383
Br 3.57 -0.61 -0.70 -0.130
H 0.50 -1.73 1.37 0.226
H 1.87 -0.33 1.51 0.306
H -0.99 0.25 -1.93 0.322
H -1.45 -0.66 -0.46 0.301
H -1.35 1.99 1.42 0.280
H -2.57 0.68 1.17 0.292
H 1.61 -2.35 -0.84 0.430
H -1.47 2.25 -0.85 0.325
H 1.34 0.41 -0.48 0.201
```

- E_tot (a.u.) = -2857.60761
- net charge = +1

***

A cluster of 2 separate species, C3H9BrN3 in total. Source: the OMol25 dataset; level of theory: ωB97M-V/def2-TZVPD.

Structure (XYZ):
```
16
Properties=species:S:1:pos:R:3:mulliken_charge:R:1
C 0.09 1.78 -0.35 0.139
C 1.26 -1.69 -0.86 -1.242
C 1.04 -0.38 -0.09 0.039
N -1.06 2.34 -0.14 -0.311
N 0.00 0.43 -0.36 0.470
N -1.24 -0.06 -0.33 -0.786
Br 2.87 0.40 0.16 -0.112
H 1.03 2.26 -0.43 0.350
H 1.63 -1.54 -1.87 0.385
H 0.34 -2.36 -0.93 0.378
H 2.00 -2.35 -0.42 0.427
H 0.18 -0.81 1.79 0.120
H -1.29 3.35 -0.04 0.257
H -1.98 1.83 -0.28 0.299
H -1.57 -0.29 0.59 0.301
H -1.24 -1.01 -0.81 0.287
```

- E_tot (a.u.) = -2857.56069
- net charge = +1